[1]
ORCA calculation (wB97M-V/def2-TZVPD) on a 12-piece molecular cluster, C22H50Cl2N26O13S overall in a non-equilibrium geometry.

Last column: Löwdin charge in e.
CARTESIAN COORDINATES (ANGSTROEM)
C 0.8412 1.5989 0.3915  -0.14
C 1.2280 3.2035 0.4718  -0.63
Cl 1.8312 3.6950 2.1863  0.48
C 0.0425 4.2138 -0.0407  -0.58
Cl 0.1944 5.8365 0.8962  0.51
C -1.4838 3.6397 0.1290  -0.03
C -2.5267 3.5997 -1.1525  -0.10
O -2.2275 4.0551 -2.5191  -0.07
C -1.2806 3.0659 -3.1325  -0.12
N -0.2174 2.6539 -3.7919  0.11
C -4.0778 3.0373 -0.8851  0.14
C -4.5087 2.5572 0.6222  -0.11
O -5.9017 2.0693 0.8227  -0.07
C -5.8224 0.6463 0.3554  -0.10
N -5.6635 -0.6410 0.1559  0.13
C -3.5335 2.5721 1.9419  -0.15
N -3.8182 2.1741 3.3934  -0.27
S -2.3051 2.4461 4.2895  0.91
N -1.3203 3.0706 2.9554  -0.27
C -2.0227 3.1278 1.6021  -0.12
H 0.1775 1.2348 1.2840  0.07
H 1.8515 0.9825 0.4556  0.08
H 0.3849 1.3274 -0.6774  0.09
H 2.1825 3.3355 -0.2303  0.12
H 0.2460 4.4748 -1.1633  0.11
H -4.8659 2.9885 -1.7803  0.10
C 1.6909 0.1194 3.9753  -0.70
O 1.6735 0.2454 2.7611  -0.01
N 2.8230 0.1935 4.6981  0.17
N 0.5795 -0.1050 4.6992  0.15
H 2.8574 0.0924 5.6985  0.10
H 3.6825 0.3614 4.1917  0.05
H -0.2946 -0.1677 4.1937  0.09
H 0.5738 -0.2114 5.6995  0.10
C 5.8130 -0.0104 2.0188  -0.69
O 4.9037 0.3090 2.7682  0.00
N 6.6661 0.8840 1.4877  0.18
N 6.0435 -1.2855 1.6570  0.14
H 7.4209 0.6402 0.8689  0.10
H 6.5277 1.8552 1.7346  0.12
H 5.4240 -1.9905 2.0348  0.07
H 6.7871 -1.5680 1.0413  0.11
C 5.9389 -4.7757 1.8713  -0.68
O 5.3267 -3.7337 1.6991  0.01
N 6.1824 -5.2829 3.0933  0.18
N 6.4250 -5.5103 0.8545  0.15
H 6.6846 -6.1395 3.2552  0.10
H 5.8335 -4.7608 3.8864  0.08
H 6.2635 -5.1638 -0.0822  0.11
H 6.9315 -6.3708 0.9764  0.10
C 6.1509 -2.0445 5.5673  -0.69
O 6.0391 -3.2517 5.4234  0.01
N 5.9984 -1.1739 4.5531  0.17
N 6.4366 -1.4768 6.7529  0.15
H 6.0866 -0.1766 4.6521  0.10
H 5.7825 -1.5600 3.6434  0.06
H 6.5593 -2.0969 7.5428  0.11
H 6.5326 -0.4850 6.8911  0.10
C 6.4144 -0.3839 -2.5217  -0.69
O 7.6328 -0.3816 -2.4443  0.01
N 5.7588 -0.1898 -3.6803  0.16
N 5.6182 -0.5808 -1.4554  0.18
H 4.7562 -0.1882 -3.7639  0.10
H 6.3208 -0.0378 -4.5075  0.11
H 6.0717 -0.7310 -0.5636  0.06
H 4.6132 -0.5862 -1.4992  0.11
C 0.3480 7.3452 5.0818  -0.72
O -0.0066 6.3433 5.6826  0.02
N 0.2113 8.5839 5.5886  0.14
N 0.9072 7.3004 3.8591  0.15
H 0.4973 9.4208 5.1091  0.09
H -0.2052 8.6622 6.5072  0.11
H 1.0283 6.3870 3.4414  0.04
H 1.2056 8.1143 3.3487  0.10
C -8.2909 -2.6656 -2.4350  -0.74
O -9.2098 -2.1300 -1.8355  0.02
N -7.0023 -2.5070 -2.0829  0.16
N -8.4848 -3.4624 -3.5013  0.15
H -6.2321 -2.9398 -2.5641  0.10
H -6.8125 -1.9147 -1.2851  0.05
H -9.4405 -3.6084 -3.7995  0.06
H -7.7411 -3.9123 -4.0079  0.10
C -6.3914 3.6929 -4.6274  -0.70
O -5.8034 3.4794 -3.5790  0.01
N -7.6475 3.2691 -4.8563  0.16
N -5.8359 4.3711 -5.6478  0.16
H -8.1481 3.4353 -5.7129  0.10
H -8.1023 2.7545 -4.1135  0.12
H -4.8910 4.7079 -5.5166  0.11
H -6.3041 4.5568 -6.5186  0.10
C -11.6159 -3.2838 -5.7052  -0.71
O -11.3216 -3.8831 -4.6831  0.02
N -12.2407 -2.0926 -5.6956  0.16
N -11.3416 -3.7610 -6.9327  0.15
H -12.4912 -1.5838 -6.5267  0.10
H -12.4654 -1.6977 -4.7918  0.12
H -10.8715 -4.6554 -6.9847  0.11
H -11.5759 -3.2822 -7.7858  0.10
C 11.5303 -0.1166 -1.6678  -0.73
O 11.3451 1.0126 -1.2422  0.02
N 10.5757 -0.8203 -2.3027  0.16
N 12.7057 -0.7583 -1.5398  0.14
H 10.7094 -1.7512 -2.6603  0.10
H 9.6757 -0.3737 -2.4202  0.06
H 13.4514 -0.2638 -1.0678  0.11
H 12.8774 -1.6880 -1.8837  0.09
C -6.3308 -6.3798 -0.9107  -0.72
O -5.4799 -5.6448 -0.4351  0.02
N -7.4719 -5.9166 -1.4520  0.16
N -6.2035 -7.7187 -0.9361  0.14
H -8.1842 -6.5061 -1.8486  0.10
H -7.6073 -4.9141 -1.4532  0.08
H -5.3588 -8.1087 -0.5386  0.11
H -6.8930 -8.3404 -1.3234  0.09

Summary:
- DFT total energy: -4588.4895 Ha
- Orbital gap: 6.843 eV
- Structure (SMILES): C[C@H](Cl)[C@H](Cl)c1c(OC#N)cc(OC#N)c2nsnc12.NC(N)=O.NC(N)=O.NC(N)=O.NC(N)=O.NC(N)=O.NC(N)=O.NC(N)=O.NC(N)=O.NC(N)=O.NC(N)=O.NC(N)=O

---

[2]
ORCA calculation (wB97M-V/def2-TZVPD) on C11H14N2OPSn as an isolated structure in a non-equilibrium geometry.

Last column: Löwdin charge in e.
CARTESIAN COORDINATES (ANGSTROEM)
C 0.4296 0.4612 -1.8239  -0.22
C 1.4106 1.3386 -2.1943  -0.23
C 1.9538 2.3324 -1.3443  -0.07
C 1.3427 2.7704 -0.1390  -0.23
C 0.4108 2.0455 0.5435  -0.19
Sn 0.9572 0.0202 0.2075  1.05
P -0.4013 -2.4000 -0.7021  0.66
H -0.0647 -0.2351 -2.5109  0.03
H 1.8158 1.3436 -3.2236  0.12
H 2.7284 2.9793 -1.7715  0.13
H -0.1491 2.4059 1.4101  0.06
H 1.6546 3.7748 0.1975  0.12
H -0.1815 -3.5686 0.0868  -0.11
H -0.1675 -2.9374 -2.0060  -0.10
H -1.8308 -2.3637 -0.6973  -0.11
N -3.6260 -1.1181 6.0215  0.18
C -4.0711 -0.9493 4.7404  -0.47
O -5.2652 -0.9979 4.4577  0.07
C -3.0223 -0.6823 3.6995  -0.10
C -1.6525 -0.5641 3.9758  0.02
C -0.7561 -0.3720 2.9217  -0.14
N -1.1456 -0.3044 1.6336  -0.08
C -2.4658 -0.3564 1.3615  -0.12
C -3.4213 -0.5457 2.3612  0.03
H -4.3153 -1.3533 6.7170  0.12
H -2.6551 -1.1969 6.2705  0.09
H -1.2405 -0.6100 4.9825  0.11
H 0.3132 -0.2749 3.1349  0.10
H -2.7811 -0.2794 0.3176  0.12
H -4.4712 -0.5968 2.0794  0.13

Summary:
- DFT total energy: -1167.5653 Ha
- Energy above the lowest of the compared OMol25 structures with the same formula, charge and spin: 17.5 kcal/mol
- Orbital gap: 6.063 eV
- Charge: +1

---

[3]
ORCA calculation (wB97M-V/def2-TZVPD) on C26H21Cl2IrN2O3S3Te as an isolated structure in a non-equilibrium geometry.

Last column: Löwdin spin population.
CARTESIAN COORDINATES (ANGSTROEM)
Ir -0.4841 -0.8720 0.8729  2.06
Cl -4.5580 -5.1976 5.2964  0.00
C -3.6261 -4.4949 4.0529  0.00
C -3.8963 -4.9150 2.7033  0.02
C -3.3745 -4.2185 1.6632  0.00
Cl -3.8728 -4.5685 0.0662  0.00
C -2.5299 -2.9893 1.8631  0.04
O -2.2103 -2.2282 0.8249  0.13
C -2.2210 -2.6029 3.1818  0.02
C -1.6994 -1.2571 3.4597  0.11
O -1.4266 -0.3660 2.5859  0.09
C -2.7323 -3.3998 4.2255  0.02
H -4.5965 -5.7563 2.4820  0.00
H -1.6217 -1.0079 4.5570  0.01
H -2.3936 -3.2238 5.2433  0.00
Te 0.6907 -1.6206 -1.2750  0.10
C -0.5289 -0.9004 -2.9879  0.01
C -0.2721 0.3019 -3.6402  0.00
C -0.8333 0.6120 -4.8907  0.00
C -1.5359 -0.3910 -5.5610  0.00
C -1.8698 -1.5704 -4.8702  0.00
C -1.3810 -1.7725 -3.5924  0.00
C 2.4479 -0.5943 -1.8506  0.03
C 3.4190 -0.1031 -0.9934  0.00
C 4.4400 0.6513 -1.4959  0.00
C 4.5111 0.9819 -2.8246  0.00
C 3.5605 0.4964 -3.6955  0.00
C 2.5883 -0.3574 -3.2289  0.01
H 0.4275 1.0162 -3.2261  0.00
H -0.5440 1.5525 -5.3856  0.00
H -1.7375 -0.2813 -6.6538  0.00
H -2.4577 -2.2952 -5.3744  0.00
H -1.6439 -2.7338 -3.1586  0.00
H 3.4587 -0.5856 0.0124  0.00
H 5.1028 1.0536 -0.7114  0.00
H 5.2928 1.6710 -3.1712  0.00
H 3.6736 0.6501 -4.7654  0.00
H 1.8230 -0.8099 -3.8461  0.00
C 3.1200 0.1119 4.4044  0.01
O 3.0429 0.4828 2.9503  0.02
C 1.9255 -0.1148 2.3854  0.05
S 0.8633 0.9509 1.5886  0.17
S 1.5463 -1.7450 2.2531  0.17
H 3.5896 0.9393 4.9662  0.00
H 3.8286 -0.7631 4.3817  0.00
H 2.1685 -0.2679 4.7499  0.00
C -0.8366 5.0807 2.2216  0.00
C -0.6794 4.3471 0.9057  0.00
C 0.1054 4.7484 -0.1490  0.02
C 0.0995 3.9153 -1.2402  0.00
N -0.4528 2.6424 -1.2002  0.04
C -1.2474 2.3504 -0.1487  0.08
S -2.0012 0.7709 0.0582  0.71
N -1.2901 3.1485 0.9398  0.05
H -0.3274 6.0356 2.0860  0.00
H -0.3860 4.4029 2.9608  0.00
H -1.9033 5.3303 2.3439  0.00
H 0.8018 5.6207 -0.1893  0.00
H 0.6442 4.1396 -2.1597  0.00

Summary:
- DFT total energy: -3825.6697 Ha
- Energy above the lowest of the compared OMol25 structures with the same formula, charge and spin: 0.0 kcal/mol
- 2S+1: 5
- Orbital gap (spin up / spin down): 5.753 / 5.523 eV

---

[4]
ORCA calculation (wB97M-V/def2-TZVPD) on C44H35NO4P2RuSi as an isolated structure.

Last column: Löwdin charge in e.
CARTESIAN COORDINATES (ANGSTROEM)
Ru -0.0873 -0.7452 -0.2913  1.02
C -1.3398 0.2503 3.4157  -0.12
Si -0.0673 0.0921 2.0915  0.58
C -0.9575 -1.6778 1.2957  -0.43
C -0.3080 -2.7332 1.9466  -0.10
C -1.0344 -3.8348 2.3728  -0.04
C -2.3908 -3.9021 2.1307  -0.01
C -3.0490 -2.8671 1.4532  -0.03
C -2.3456 -1.7442 1.0474  -0.39
P -3.0972 -0.3221 0.1781  1.11
C -4.8103 -0.8751 -0.0620  -0.40
C -5.2319 -1.6562 -1.1374  -0.08
C -6.5550 -2.0619 -1.2196  -0.06
C -7.4583 -1.6987 -0.2286  -0.05
C -7.0443 -0.9186 0.8409  -0.06
C -5.7250 -0.4979 0.9202  -0.10
C -2.3131 -0.5360 -1.4932  -0.45
C -2.3910 0.5829 -2.3420  -0.10
C -1.9101 0.5232 -3.6336  -0.04
C -1.2986 -0.6428 -4.1000  -0.04
C -1.2105 -1.7572 -3.2857  -0.06
C -1.7392 -1.7130 -1.9909  -0.17
C 1.6257 -0.2709 2.7464  -0.26
C 1.9268 -0.1407 4.1051  -0.05
C 3.2016 -0.4389 4.5620  -0.03
C 4.1812 -0.8770 3.6776  -0.03
C 3.8991 -1.0124 2.3274  -0.05
C 2.6218 -0.7042 1.8682  -0.37
P 2.1641 -0.7709 0.1277  1.01
C 2.8836 0.6817 -0.6514  -0.36
C 3.3720 1.7455 0.1022  -0.06
C 3.8161 2.8945 -0.5404  -0.05
C 3.7620 2.9856 -1.9224  -0.05
C 3.2622 1.9296 -2.6787  -0.05
C 2.8198 0.7800 -2.0467  -0.09
C 2.9304 -2.2173 -0.6281  -0.35
C 4.2410 -2.1742 -1.1053  -0.08
C 4.8213 -3.3230 -1.6209  -0.04
C 4.1005 -4.5081 -1.6722  -0.04
C 2.7939 -4.5557 -1.2056  -0.05
C 2.2094 -3.4130 -0.6850  -0.10
H -1.4095 -0.6557 4.0192  0.07
H -2.3198 0.4607 2.9860  0.03
H -1.0763 1.0878 4.0685  0.06
H 0.7562 -2.6905 2.1443  0.10
H -0.5261 -4.6376 2.8893  0.12
H -2.9565 -4.7663 2.4530  0.13
H -4.1075 -2.9494 1.2424  0.12
H -4.5380 -1.9451 -1.9166  0.10
H -6.8827 -2.6616 -2.0582  0.11
H -8.4896 -2.0181 -0.2963  0.12
H -7.7502 -0.6249 1.6060  0.12
H -5.4077 0.1313 1.7446  0.10
H -2.8368 1.4978 -1.9683  0.12
H -1.9986 1.3841 -4.2830  0.12
H -0.9121 -0.6842 -5.1099  0.12
H -0.7720 -2.6736 -3.6586  0.12
H -1.7701 -2.6230 -1.3968  0.11
H 1.1702 0.1824 4.8093  0.11
H 3.4313 -0.3390 5.6145  0.12
H 5.1703 -1.1170 4.0445  0.12
H 4.6636 -1.3602 1.6433  0.12
H 3.4228 1.6755 1.1823  0.11
H 4.2133 3.7156 0.0418  0.12
H 4.1183 3.8802 -2.4163  0.12
H 3.2305 2.0000 -3.7578  0.12
H 2.4448 -0.0505 -2.6352  0.11
H 4.8058 -1.2510 -1.0756  0.11
H 5.8391 -3.2920 -1.9859  0.12
H 4.5586 -5.3999 -2.0787  0.12
H 2.2338 -5.4800 -1.2485  0.12
H 1.1902 -3.4474 -0.3147  0.08
O -0.0704 1.7144 1.4658  -0.01
C -0.0136 2.0641 0.2285  -0.44
O -0.0582 1.1950 -0.6771  -0.12
C 0.1105 3.4805 -0.1084  -0.12
C 0.2957 3.8421 -1.4453  0.02
C 0.4441 5.1747 -1.7777  0.04
C 0.3989 6.1104 -0.7592  -0.10
C 0.2133 5.7775 0.5693  0.04
C 0.0693 4.4430 0.8984  0.03
N 0.5636 7.5470 -1.1105  -0.34
O 0.7409 7.8049 -2.2798  0.11
O 0.5026 8.3434 -0.2027  0.11
H 0.3371 3.0763 -2.2080  0.12
H 0.5939 5.5005 -2.7965  0.13
H 0.1843 6.5551 1.3181  0.13
H -0.0755 4.1476 1.9279  0.13

Summary:
- DFT total energy: -3119.9932 Ha
- Energy above the lowest of the compared OMol25 structures with the same formula, charge and spin: 0.0 kcal/mol
- Orbital gap: 6.619 eV
- Charge: +2

---

[5]
ORCA calculation (wB97M-V/def2-TZVPD) on C8H12AsAuN2O7S2 as an isolated structure in a non-equilibrium geometry.

Last column: natural (NBO) charge in e.
CARTESIAN COORDINATES (ANGSTROEM)
Au 0.3367 0.5213 -0.2834  1.39
O 3.3453 0.7962 -3.1818  -1.05
As 2.4447 -0.6385 -2.6500  2.45
O 2.4835 -1.6676 -3.8984  -1.09
O 0.9383 0.0072 -2.1431  -1.14
C 3.3738 -0.9613 -0.9788  -0.46
C 4.6257 -0.3861 -0.7980  -0.18
C 5.3004 -0.5339 0.4069  -0.20
C 4.7293 -1.2541 1.4425  -0.19
C 3.4809 -1.8351 1.2750  -0.22
C 2.8105 -1.6884 0.0700  -0.26
S 1.2190 -2.4721 -0.0774  2.39
O 1.1563 -3.5221 0.8912  -0.93
O 1.0388 -2.7765 -1.4645  -0.93
O 0.2329 -1.3755 0.3958  -0.99
H 3.5739 0.6188 -4.1043  0.50
H 5.0649 0.1871 -1.6024  0.24
H 6.2768 -0.0839 0.5311  0.22
H 5.2559 -1.3736 2.3801  0.22
H 3.0221 -2.4224 2.0586  0.25
N -2.2658 1.9919 -1.2328  -0.76
C -2.5685 1.2737 -0.1718  0.36
N -3.7739 0.7324 -0.0295  -0.75
S -1.4600 1.0847 1.1672  -0.11
H -2.8286 1.9275 -2.0681  0.40
H -1.2784 2.2920 -1.3281  0.46
H -4.4699 0.7883 -0.7559  0.41
H -3.9176 0.0783 0.7213  0.43
C 1.4501 2.9320 -1.3513  -0.27
O 0.2471 2.4052 -0.8111  -0.77
H 2.2751 2.8511 -0.6366  0.17
H 1.2645 3.9940 -1.5303  0.19
H 1.7314 2.4565 -2.2881  0.21

Summary:
- DFT total energy: -4116.0237 Ha
- Energy above the lowest of the compared OMol25 structures with the same formula, charge and spin: 4.7 kcal/mol
- Orbital gap: 7.754 eV